(1)
The following is a DFT calculation (ωB97M-V/def2-TZVPD) of 9 unconnected molecules or ions with the total composition C69H89N2O2.

Structure (XYZ):
```
162
Properties=species:S:1:pos:R:3:forces:R:3:mulliken_charge:R:1
C -1.4134 1.1128 1.0197 0.37 -0.63 0.07 -0.6824
C -2.2007 -0.1367 0.5642 0.03 1.45 -0.37 0.1512
C -2.2460 -0.1981 -0.9822 -0.73 -0.77 0.19 -0.2061
C -1.4637 -1.3516 -1.6033 0.62 -0.18 0.05 -1.5178
C 0.0730 -1.3153 -1.4193 -0.59 0.49 0.75 -0.7121
C 0.7315 0.0582 -1.6739 0.70 -0.74 -0.19 -0.8238
C 1.9979 0.0059 -2.5724 -0.23 0.38 -0.57 3.3829
C 2.9768 -1.1179 -2.1761 -0.42 -0.03 0.79 -1.3968
C 3.2490 -1.3188 -0.6763 0.42 0.14 -0.32 -2.1679
N 3.6863 -0.0984 0.0636 0.25 -0.93 0.21 1.0505
C 5.1686 0.0312 0.1368 0.16 1.04 -0.07 -0.6521
C 5.7310 1.2879 -0.5504 0.36 -0.31 0.39 -0.9180
C 3.2533 -0.3004 1.4438 -0.88 3.03 -1.47 0.4593
C 2.4099 0.8014 2.0410 -0.09 0.38 -0.52 -1.0422
O 3.5185 -1.2535 2.0575 0.84 -3.08 1.85 -0.5500
C 1.5014 -0.2787 -4.0278 0.19 0.46 0.59 -2.0047
C 1.2456 0.9564 -4.9096 -0.74 0.17 -1.26 1.7289
C 0.0144 1.8003 -4.5083 0.42 0.01 -0.24 -1.9670
C 0.9316 0.4207 -6.3207 -0.84 -0.45 0.73 -1.7797
N 2.4330 1.8649 -5.0340 0.26 -2.00 0.52 0.8758
O 3.0639 1.7841 -6.1434 -0.11 0.74 -0.06 -0.6737
C 3.3317 1.8207 -3.8504 1.04 1.65 0.41 1.9316
C 3.8492 3.2752 -3.6327 -0.07 -0.76 0.53 -1.5212
C 4.5764 0.9765 -4.1784 0.00 -0.34 0.26 -1.5973
C 2.6132 1.4269 -2.5542 -0.43 -0.46 -0.86 -2.8917
H -0.3556 0.8603 1.0074 0.19 0.20 0.17 -0.5045
H -1.6894 1.4517 2.0182 0.08 -0.07 0.05 0.5678
H -1.5224 1.9480 0.3282 -0.26 0.01 -0.01 0.2631
H -3.2110 -0.0006 0.9509 -0.14 -0.34 -0.07 -0.4969
H -1.7849 -1.0416 1.0010 0.01 -0.09 0.04 0.6579
H -3.2931 -0.3613 -1.2539 0.01 0.06 -0.17 0.4299
H -1.9925 0.7696 -1.4102 0.18 0.04 -0.04 0.1348
H -1.6952 -1.4737 -2.6652 -0.08 0.27 -0.06 0.3078
H -1.8039 -2.2769 -1.1295 -0.11 -0.04 -0.06 0.5382
H 0.5027 -2.1242 -2.0106 0.09 0.08 -0.08 0.3621
H 0.2561 -1.5678 -0.3707 0.09 -0.18 -0.03 0.3132
H -0.0018 0.7139 -2.1396 0.17 0.17 -0.04 0.9121
H 1.0550 0.5358 -0.7477 -0.26 -0.05 0.21 -0.4230
H 2.5252 -2.0536 -2.5203 0.18 -0.12 -0.01 0.1373
H 3.9423 -1.0499 -2.6756 -0.14 0.25 -0.24 0.6821
H 2.3933 -1.7291 -0.1489 -0.28 0.06 -0.21 0.4724
H 4.0212 -2.0941 -0.6001 -0.03 -0.02 0.12 0.4522
H 5.7092 -0.8428 -0.2357 -0.34 -0.19 -0.01 0.2193
H 5.4416 0.1199 1.1882 0.02 -0.13 0.07 0.5737
H 5.0453 2.1319 -0.5207 -0.14 -0.06 -0.11 0.0585
H 6.6127 1.5987 0.0142 0.09 0.05 -0.10 0.5525
H 6.0717 1.0789 -1.5605 -0.20 0.19 -0.16 0.1955
H 2.8565 1.2324 2.9358 0.11 -0.22 0.08 0.1865
H 1.4530 0.3602 2.3191 -0.04 0.07 0.11 0.2631
H 2.2535 1.5971 1.3150 -0.10 0.01 0.03 0.2879
H 0.5410 -0.7964 -3.9484 0.05 -0.13 -0.16 0.2395
H 2.1795 -0.9564 -4.5525 0.13 0.11 0.00 0.8167
H -0.3225 2.3149 -5.4079 -0.14 0.04 0.01 0.5329
H 0.2374 2.5870 -3.7905 -0.03 -0.19 0.27 0.2698
H -0.7835 1.1483 -4.1596 -0.14 0.10 0.11 0.2971
H -0.0136 -0.1270 -6.2112 0.03 -0.01 -0.07 0.4400
H 0.7343 1.2179 -7.0285 0.37 0.03 -0.15 0.4477
H 1.6635 -0.3042 -6.6642 0.22 0.27 -0.22 0.3790
H 3.1720 3.8003 -2.9587 -0.11 0.30 -0.26 0.3200
H 3.9830 3.7931 -4.5778 0.02 0.04 -0.03 0.4698
H 4.8020 3.1946 -3.1054 0.07 0.23 -0.07 0.3086
H 5.3278 1.6008 -4.6508 -0.04 -0.09 -0.39 0.4331
H 5.0421 0.5919 -3.2729 -0.13 0.16 0.17 0.0637
H 4.3613 0.1086 -4.7983 -0.05 0.07 -0.17 0.3027
H 3.2864 1.6138 -1.7235 0.04 -0.27 0.09 0.3918
H 1.7737 2.1145 -2.4258 0.08 0.15 0.04 0.6611
C 1.7298 -0.4548 5.5989 0.06 -0.02 -0.05 -0.3449
C 0.6291 -1.1924 6.0128 -0.02 -0.01 0.01 -0.4192
C -0.3120 -0.6211 6.8588 -0.01 0.01 -0.01 -0.4534
C -0.1569 0.6912 7.2843 -0.01 -0.01 0.00 -0.3687
C 0.9420 1.4303 6.8680 0.01 0.03 0.00 -0.4594
C 1.8871 0.8562 6.0287 -0.03 -0.01 -0.01 -0.3537
H 2.4653 -0.9018 4.9404 -0.02 0.00 -0.01 0.4396
H 0.5051 -2.2140 5.6757 0.01 0.01 0.01 0.4065
H -1.1673 -1.1988 7.1865 0.01 0.01 -0.01 0.3813
H -0.8931 1.1381 7.9408 0.01 0.00 -0.01 0.3702
H 1.0621 2.4545 7.1988 0.00 -0.02 0.00 0.3699
H 2.7473 1.4315 5.7082 0.00 -0.01 0.01 0.4295
C 6.2577 4.9351 2.0908 0.03 -0.05 0.02 -0.5633
C 6.9404 5.8521 1.3035 0.01 0.01 -0.02 -0.4404
C 6.2891 6.4899 0.2563 0.00 0.00 0.01 -0.4667
C 4.9515 6.2174 0.0017 0.00 0.00 -0.02 -0.3919
C 4.2677 5.3033 0.7917 -0.03 -0.03 -0.01 -0.4242
C 4.9219 4.6595 1.8337 -0.02 -0.01 -0.01 -0.3433
H 6.7670 4.4354 2.9056 0.00 0.03 0.00 0.4983
H 7.9820 6.0691 1.5062 -0.01 -0.01 0.00 0.4364
H 6.8239 7.2003 -0.3618 -0.01 0.00 0.01 0.3924
H 4.4423 6.7179 -0.8125 0.01 -0.01 0.01 0.4081
H 3.2237 5.0917 0.5944 0.01 0.00 0.00 0.4243
H 4.3893 3.9418 2.4464 0.00 0.01 0.00 0.4684
C 2.3162 -4.7683 -4.4821 0.01 0.02 0.02 -0.4391
C 1.0318 -4.3110 -4.7439 0.00 0.09 -0.01 -0.1183
C -0.0572 -5.1529 -4.5653 -0.03 0.00 0.04 -0.5025
C 0.1383 -6.4508 -4.1141 0.01 -0.02 -0.02 -0.4832
C 1.4225 -6.9075 -3.8483 0.00 -0.04 -0.04 -0.3324
C 2.5120 -6.0685 -4.0365 0.01 0.00 0.02 -0.5330
H 3.1653 -4.1108 -4.6248 -0.01 -0.01 0.00 0.4280
H 0.8787 -3.2950 -5.0885 0.01 -0.01 -0.01 0.4044
H -1.0582 -4.7968 -4.7751 0.01 0.00 0.01 0.4054
H -0.7114 -7.1067 -3.9679 0.01 0.01 -0.01 0.3654
H 1.5745 -7.9195 -3.4934 0.00 0.01 0.00 0.4193
H 3.5133 -6.4269 -3.8335 -0.01 0.00 0.00 0.3981
C -6.4839 2.3587 -2.8450 0.00 0.01 -0.02 -0.4978
C -5.8447 2.1836 -1.6256 -0.03 -0.04 0.02 -0.1692
C -4.5627 2.6769 -1.4352 0.06 0.01 0.04 -0.3324
C -3.9192 3.3538 -2.4621 0.01 -0.01 -0.01 -0.2364
C -4.5589 3.5329 -3.6811 0.01 -0.01 -0.02 -0.5794
C -5.8397 3.0322 -3.8740 0.00 0.00 0.01 -0.3518
H -7.4837 1.9702 -2.9940 0.01 0.01 0.00 0.3795
H -6.3466 1.6613 -0.8205 -0.01 0.01 -0.02 0.2714
H -4.0635 2.5327 -0.4840 0.00 0.01 -0.01 0.3524
H -2.9188 3.7419 -2.3123 -0.01 0.00 -0.01 0.4137
H -4.0583 4.0625 -4.4823 -0.01 -0.01 0.01 0.3847
H -6.3362 3.1674 -4.8266 0.00 0.01 0.01 0.3719
C -6.5221 -1.8731 3.4615 -0.01 -0.01 0.00 -0.3192
C -5.7958 -0.9507 2.7209 0.04 0.01 0.01 -0.6015
C -6.3680 -0.3496 1.6084 0.00 0.01 -0.01 0.1580
C -7.6693 -0.6640 1.2413 0.02 0.01 -0.01 -0.4049
C -8.3967 -1.5838 1.9839 -0.06 -0.01 -0.03 -0.0582
C -7.8218 -2.1914 3.0916 0.01 0.01 0.01 -0.6383
H -6.0748 -2.3446 4.3276 0.00 0.01 -0.01 0.3659
H -4.7824 -0.7008 3.0107 -0.01 -0.01 -0.01 0.3809
H -5.7983 0.3654 1.0269 0.01 -0.01 0.02 0.0688
H -8.1172 -0.1912 0.3752 0.00 -0.01 0.01 0.3833
H -9.4130 -1.8275 1.6978 0.01 -0.01 0.01 0.2796
H -8.3876 -2.9128 3.6676 0.00 0.01 -0.01 0.3672
C 0.6488 -7.1410 1.9937 0.00 0.01 0.00 -0.4124
C 0.3721 -8.5011 2.0245 -0.01 0.00 0.02 -0.4115
C 0.0522 -9.1717 0.8521 0.01 -0.02 -0.01 -0.4338
C 0.0176 -8.4834 -0.3533 0.01 0.00 0.02 -0.2989
C 0.2973 -7.1243 -0.3849 -0.02 0.05 -0.01 -0.0023
C 0.6091 -6.4520 0.7892 0.00 -0.01 0.01 -0.6194
H 0.8957 -6.6175 2.9089 0.00 -0.01 -0.01 0.3854
H 0.4055 -9.0390 2.9638 -0.01 0.01 -0.01 0.3518
H -0.1696 -10.2314 0.8774 0.01 0.01 0.00 0.3623
H -0.2278 -9.0077 -1.2692 0.00 0.01 0.01 0.3693
H 0.2719 -6.5882 -1.3248 0.00 0.01 0.02 0.2200
H 0.8227 -5.3904 0.7649 0.01 -0.01 -0.01 0.4938
C 8.2156 5.3739 7.3028 0.00 -0.01 0.00 -0.3661
C 8.8985 6.2914 6.5163 0.02 -0.01 -0.01 -0.3705
C 8.2469 6.9306 5.4700 0.00 0.00 0.00 -0.4026
C 6.9096 6.6589 5.2161 -0.01 0.04 -0.02 -0.3695
C 6.2257 5.7438 6.0048 -0.01 -0.02 0.00 -0.3905
C 6.8793 5.0983 7.0457 0.00 0.00 0.00 -0.3866
H 8.7247 4.8732 8.1168 -0.01 0.01 -0.01 0.3560
H 9.9401 6.5081 6.7184 -0.01 -0.01 -0.01 0.3645
H 8.7816 7.6417 4.8525 -0.01 0.00 0.02 0.3738
H 6.4001 7.1602 4.4025 0.00 -0.02 0.00 0.4204
H 5.1817 5.5332 5.8069 0.01 0.01 -0.01 0.3981
H 6.3471 4.3808 7.6577 0.01 0.01 0.00 0.3744
C -14.1790 -2.3724 1.2906 -0.01 -0.01 0.00 -0.3565
C -13.3833 -1.2369 1.2259 0.00 0.02 0.03 -0.4105
C -12.2362 -1.2365 0.4443 0.02 -0.02 -0.03 -0.3354
C -11.8894 -2.3699 -0.2803 0.01 0.04 0.02 -0.3681
C -12.6874 -3.5038 -0.2178 0.01 -0.03 0.00 -0.3715
C -13.8299 -3.5067 0.5705 -0.01 0.00 0.00 -0.3617
H -15.0721 -2.3735 1.9028 0.01 0.00 -0.01 0.3547
H -13.6571 -0.3514 1.7857 0.01 -0.01 0.00 0.3585
H -11.6120 -0.3523 0.3991 -0.02 0.00 -0.01 0.4033
H -10.9967 -2.3685 -0.8937 -0.01 -0.01 0.01 0.3806
H -12.4181 -4.3868 -0.7839 0.00 0.01 0.01 0.3580
H -14.4493 -4.3932 0.6230 0.00 0.01 -0.01 0.3543
```
Positions in Å, forces in eV/Å.

The value obtained for the HOMO-LUMO gap (spin up / spin down) is 8.6 / 9.5 eV. Its spin multiplicity is 2.


(2)
The following is a DFT calculation (ωB97M-V/def2-TZVPD) of a gas-phase ion, C6H10 (charge -1).

Structure (XYZ):
```
16
Properties=species:S:1:pos:R:3:forces:R:3:mulliken_charge:R:1
C -1.9232 0.3976 -0.0076 1.53 -1.40 -0.79 -1.3268
C -0.4953 0.2622 -0.5539 1.42 -0.48 0.23 0.4795
C -0.0944 0.6477 -1.8052 0.28 0.12 -1.68 -0.8864
C 0.6111 0.3682 1.7085 0.76 -0.63 -0.43 -1.1913
C 0.5981 -0.1377 0.3978 -2.93 0.77 0.21 0.4666
C 1.3181 -1.4078 0.1929 1.77 1.16 0.65 -1.3582
H -1.7963 -0.1035 0.9595 -0.96 0.50 0.13 0.3819
H -2.0811 1.4301 0.0029 -0.92 1.80 0.82 0.2700
H -2.7242 -0.0491 -0.6549 0.91 0.09 0.44 0.3183
H 0.9141 0.3214 -2.1714 -0.74 0.68 0.54 0.2478
H -0.5988 1.3730 -2.4988 -0.08 -1.17 0.69 0.2210
H 1.5905 0.2006 2.1630 -0.41 -0.05 0.60 0.2361
H 0.0701 1.2364 2.0378 -0.13 0.38 -0.14 0.2045
H 2.0502 -1.4649 1.0222 0.09 -0.26 -0.63 0.3319
H 0.6965 -2.2487 0.3043 -1.18 -1.34 0.14 0.2918
H 1.7929 -1.4763 -0.7600 0.59 -0.17 -0.77 0.3133
```
Positions in Å, forces in eV/Å.

Its total charge is -1. The value obtained for the HOMO-LUMO gap (spin up / spin down) is 3.7 / 7.3 eV. The energy above the lowest of the compared OMol25 structures with the same formula, charge and spin comes out at 1.471 eV. Its spin multiplicity is 2.


(3)
The following is a DFT calculation (ωB97M-V/def2-TZVPD) of C6H10 in the gas phase.

Structure (XYZ):
```
16
Properties=species:S:1:pos:R:3:forces:R:3:mulliken_charge:R:1
C -0.3632 -1.3938 -0.8662 -0.53 -0.33 -0.85 -1.2334
C 0.4954 -0.7411 0.2051 0.21 0.06 0.55 0.9414
C 1.3089 -1.4242 1.0539 -0.88 1.35 -0.93 -1.0547
C 0.3740 0.7630 0.3041 -0.17 -0.54 -0.22 -0.2936
C -0.3530 1.5564 -0.8172 0.85 -0.17 1.38 -0.6187
C -0.9419 1.4465 0.6284 0.25 1.46 -0.35 -0.4934
H 0.0386 -1.2030 -1.9547 -0.77 -0.24 2.13 0.2630
H -0.3624 -2.4874 -0.6844 -0.04 0.54 -0.32 0.3562
H -1.4695 -1.0538 -0.8121 1.82 -0.41 -0.15 0.2626
H 1.3751 -2.4897 1.0485 0.00 -0.55 -0.17 0.2857
H 1.9317 -0.9100 1.7897 -0.28 -0.02 -0.24 0.2540
H 1.2477 1.1880 0.8256 -0.52 0.10 -0.57 0.3942
H -0.7806 0.9664 -1.6572 0.28 0.64 0.95 0.2230
H 0.1704 2.4883 -1.0838 -0.64 -0.47 0.01 0.2489
H -1.9115 0.8867 0.7440 1.31 0.64 0.07 0.2379
H -0.7596 2.4078 1.2762 -0.87 -2.06 -1.28 0.2269
```
Positions in Å, forces in eV/Å.

The SMILES is C=C(C)C1CC1. The value obtained for the HOMO-LUMO gap is 10.0 eV. The energy above the lowest of the compared OMol25 structures with the same formula, charge and spin comes out at 1.671 eV. Its spin multiplicity is 1.


(4)
The following is a DFT calculation (ωB97M-V/def2-TZVPD) of a molecular structure, C6H10.

Structure (XYZ):
```
16
Properties=species:S:1:pos:R:3:forces:R:3:mulliken_charge:R:1
C -0.9650 -0.7951 1.5375 -0.06 -0.61 0.23 -1.4996
C -0.6495 0.2466 0.5106 -0.11 0.83 -0.52 0.7557
C 0.7993 0.7831 0.3947 0.11 -0.27 0.21 -0.7842
C 0.8693 0.6910 -1.1220 -1.17 1.78 -0.80 -0.5537
C 0.2747 -0.6512 -1.4846 1.18 -1.16 -0.56 -0.2876
C -0.9396 -0.1804 -0.9298 -2.43 0.10 0.79 -0.7941
H -0.8351 -0.3917 2.5359 0.02 0.10 0.19 0.3677
H -1.9935 -1.1584 1.4546 0.11 0.05 -0.06 0.3817
H -0.2904 -1.6394 1.4427 0.08 -0.31 0.02 0.3294
H -1.3390 1.0724 0.6799 0.09 0.25 0.18 0.2768
H 0.9054 1.8021 0.7736 -0.03 -0.13 -0.05 0.2971
H 1.5542 0.1573 0.8891 -0.13 0.03 -0.09 0.2992
H 1.6948 1.0368 -1.7260 0.39 -0.06 0.04 0.4580
H 0.7263 -1.4707 -0.9495 0.46 -0.37 0.35 0.2287
H 0.2154 -0.8784 -2.5403 0.17 0.01 -0.25 0.2428
H -0.0275 1.3759 -1.4663 1.31 -0.24 0.32 0.2821
```
Positions in Å, forces in eV/Å.

The value obtained for the HOMO-LUMO gap is 8.5 eV. The energy above the lowest of the compared OMol25 structures with the same formula, charge and spin comes out at 3.953 eV. Its spin multiplicity is 1.


no.,maximum force (eV/A)
1,3.69
2,3.04
3,2.58
4,2.56